{
  "formula": "C11H8AgN4O7",
  "method": "wB97M-V/def2-TZVPD",
  "gap_ev": 6.84,
  "total_charge": -1,
  "relative_energy_kcal_mol": 19.8,
  "homo_energy_ev": -4.56,
  "total_energy_ev": -35825.8308,
  "symbols": ["Ag", "O", "C", "O", "C", "C", "C", "C", "C", "C", "O", "N", "O", "O", "N", "O", "O", "H", "H", "C", "C", "N", "C", "C", "N", "H", "H", "H", "H", "H", "H"],
  "positions_angstrom": [[0.09040, -1.88910, 1.80521], [-2.24261, -0.67347, 1.32877], [-1.85144, -1.55347, 0.54187], [-1.67422, -2.77206, 0.82274], [-1.52153, -1.11594, -0.87224], [-2.47429, -0.62239, -1.70995], [-2.14003, -0.17626, -3.00207], [-0.79905, -0.17894, -3.39927], [0.16728, -0.62180, -2.53928], [-0.12208, -1.13604, -1.22184], [0.79885, -1.52477, -0.46597], [1.54497, -0.56542, -2.96477], [2.02739, -1.54679, -3.48987], [2.14520, 0.47724, -2.78786], [-3.13383, 0.24947, -3.88799], [-2.81097, 0.60223, -5.02227], [-4.30287, 0.25243, -3.51077], [-3.50418, -0.58054, -1.38804], [-0.54229, 0.17403, -4.38748], [3.12644, 0.02411, 3.60965], [1.92631, 0.72408, 3.09060], [0.87584, 0.17551, 2.53123], [0.02669, 1.19468, 2.20044], [0.57122, 2.37859, 2.58550], [1.77984, 2.06870, 3.15214], [3.11451, -1.01323, 3.28829], [3.14472, 0.05639, 4.69942], [4.03157, 0.49752, 3.23248], [-0.90789, 0.98779, 1.71465], [0.21153, 3.38544, 2.51225], [2.44453, 2.72201, 3.53442]],
  "lowdin_charge": [0.786, -0.054, -0.745, -0.105, -0.070, 0.055, -0.186, 0.063, -0.102, -0.338, -0.076, -0.371, 0.086, 0.077, -0.388, 0.014, 0.024, 0.128, 0.129, -0.014, -0.403, 0.042, -0.119, -0.091, 0.085, 0.075, 0.077, 0.078, 0.084, 0.103, 0.154]
}

{
  "formula": "C11H8BF4MnN6O3Se",
  "method": "wB97M-V/def2-TZVPD",
  "gap_ev": [5.27, 5.84],
  "spin_multiplicity": 5,
  "relative_energy_kcal_mol": 0.0,
  "homo_energy_ev": [-8.28, -8.26],
  "total_energy_ev": -134839.4691,
  "symbols": ["Mn", "F", "B", "F", "F", "F", "Se", "N", "C", "C", "C", "C", "N", "C", "N", "H", "H", "H", "N", "C", "O", "C", "C", "N", "C", "N", "H", "H", "C", "C", "O", "O", "H", "H", "H"],
  "positions_angstrom": [[-0.09507, -0.12026, 0.09447], [1.50483, -0.92018, -0.64439], [1.84798, -0.86264, -2.21788], [3.18092, -0.75951, -2.31838], [1.14568, 0.26565, -2.60528], [1.28109, -2.00908, -2.69735], [-1.75605, -0.80319, -3.38087], [-1.83762, -2.54554, -3.40049], [-1.58841, -3.00444, -2.18241], [-1.50481, -4.33056, -1.71107], [-1.14677, -4.51790, -0.39900], [-0.86033, -3.42971, 0.45186], [-0.94324, -2.17605, 0.06008], [-1.32006, -1.98223, -1.21923], [-1.40775, -0.73834, -1.66051], [-1.69134, -5.15908, -2.37980], [-1.07849, -5.51931, 0.00026], [-0.56080, -3.59614, 1.47849], [1.84443, 3.46430, -0.07183], [0.80140, 2.77078, -0.56130], [0.63304, 1.59884, -0.06181], [0.00000, 3.42026, -1.52656], [0.41134, 4.68428, -2.00228], [0.78657, 5.71456, -2.36093], [-1.12902, 2.86937, -2.12527], [-2.06035, 2.51002, -2.70346], [2.12086, 4.33390, -0.49554], [2.49737, 2.98206, 0.52054], [-2.31646, 0.57663, 3.30827], [-1.36533, 0.24221, 2.19997], [-1.68383, 0.57505, 0.99992], [-0.27470, -0.32395, 2.39086], [-3.33982, 0.50499, 2.94673], [-2.12817, 1.60976, 3.60215], [-2.15005, -0.07770, 4.15872]],
  "lowdin_charge": [1.148, -0.080, -1.155, 0.223, 0.125, 0.173, 1.301, -0.199, -0.369, 0.043, -0.022, -0.051, 0.079, -0.464, -0.241, 0.129, 0.113, 0.132, 0.191, -0.426, -0.105, -0.198, -0.236, 0.146, -0.230, 0.137, 0.101, 0.123, 0.030, -0.650, -0.055, 0.005, 0.091, 0.100, 0.091]
}

{
  "formula": "C11H8BeNS4",
  "method": "wB97M-V/def2-TZVPD",
  "gap_ev": 6.08,
  "total_charge": -1,
  "homo_energy_ev": -3.15,
  "total_energy_ev": -56773.7692,
  "symbols": ["Be", "C", "C", "C", "C", "N", "C", "C", "C", "C", "C", "C", "C", "H", "H", "H", "H", "H", "H", "H", "H", "S", "S", "S", "S"],
  "positions_angstrom": [[-2.12732, -1.09912, 0.00001], [3.23056, -1.96656, 0.00000], [3.55887, -0.62009, 0.00000], [2.55004, 0.32268, 0.00000], [1.20105, -0.07961, 0.00000], [0.91446, -1.37954, 0.00000], [1.88474, -2.28412, 0.00000], [0.05933, 0.89186, 0.00000], [0.38339, 2.25840, -0.00001], [-0.57946, 3.24818, 0.00000], [-1.91165, 2.88037, 0.00000], [-2.23753, 1.53477, 0.00001], [-1.30279, 0.48021, 0.00000], [3.98711, -2.74025, 0.00000], [4.59449, -0.30090, 0.00001], [2.82833, 1.36253, 0.00000], [1.55224, -3.31835, 0.00000], [1.41355, 2.57668, -0.00001], [-0.28444, 4.29155, -0.00001], [-2.69173, 3.63405, 0.00000], [-3.29295, 1.29012, 0.00001], [-4.16664, -0.94661, 0.00002], [-4.87878, -2.87213, -0.00002], [-3.19086, -4.17688, 0.00000], [-1.49402, -2.98722, -0.00001]],
  "lowdin_charge": [-0.251, -0.085, -0.091, -0.029, -0.213, 0.057, -0.156, -0.169, -0.069, -0.115, -0.109, -0.167, -0.129, 0.092, 0.098, 0.085, 0.090, 0.079, 0.091, 0.094, 0.005, 0.084, -0.149, -0.143, 0.101]
}

{
  "formula": "C11H8Cl4NO2S2",
  "method": "wB97M-V/def2-TZVPD",
  "gap_ev": 5.42,
  "total_charge": -1,
  "relative_energy_kcal_mol": 75.1,
  "homo_energy_ev": -2.74,
  "total_energy_ev": -88879.9105,
  "symbols": ["Cl", "C", "C", "Cl", "C", "O", "C", "O", "C", "Cl", "C", "Cl", "C", "C", "C", "N", "C", "S", "S", "C", "H", "H", "H", "H", "H", "H", "H", "H"],
  "positions_angstrom": [[-1.56310, 5.57180, 2.13328], [-0.74601, 4.10630, 1.80496], [-1.46629, 2.92666, 1.66042], [-3.16233, 2.88206, 1.84827], [-0.83525, 1.64924, 1.37189], [-1.44343, 0.59039, 1.21901], [0.68241, 1.67624, 1.38755], [1.26163, 0.70648, 2.17676], [1.37192, 2.96583, 1.34799], [3.07875, 2.89792, 1.28027], [0.68585, 4.12882, 1.67072], [1.55956, 5.57751, 1.90649], [-0.79874, -3.39288, -1.94093], [-0.15193, -2.30001, -2.81292], [0.49847, -1.28081, -1.87498], [0.19911, -1.77875, -0.53944], [0.67833, -1.22317, 0.58599], [1.50098, 0.33798, 0.45854], [0.72918, -2.08717, 1.98944], [-0.34246, -3.12487, -0.49852], [-1.88966, -3.32861, -1.99476], [-0.50825, -4.39931, -2.25800], [0.61427, -2.72388, -3.46558], [-0.89586, -1.80224, -3.44090], [1.58773, -1.22657, -2.03526], [0.09183, -0.26938, -2.00765], [-1.16524, -3.22430, 0.22470], [0.42850, -3.85530, -0.19737]],
  "lowdin_charge": [0.630, -0.737, -0.651, 0.667, -0.448, -0.031, -0.678, -0.280, -0.673, 0.674, -0.754, 0.621, -0.159, -0.161, -0.175, -0.192, -1.007, 1.058, 0.657, -0.214, 0.103, 0.101, 0.100, 0.104, 0.115, 0.119, 0.109, 0.101]
}

{
  "formula": "C11H8ClDyNO4",
  "method": "wB97M-V/def2-TZVPD",
  "gap_ev": [6.21, 6.27],
  "spin_multiplicity": 6,
  "total_charge": 3,
  "relative_energy_kcal_mol": 18.8,
  "homo_energy_ev": [-19.77, -19.78],
  "total_energy_ev": -57788.0391,
  "symbols": ["Dy", "C", "O", "C", "O", "C", "O", "C", "O", "C", "H", "H", "C", "H", "H", "Cl", "C", "C", "C", "C", "N", "C", "H", "H", "H", "H"],
  "positions_angstrom": [[-0.50867, 0.68288, -0.71274], [-0.53685, 2.27631, 1.13795], [-0.50064, 2.81950, 2.16702], [-0.50383, 3.12948, -1.65470], [-0.51107, 4.17397, -2.12398], [-2.72963, 1.18629, -0.71995], [-3.87104, 1.19672, -0.71436], [1.71961, 1.26593, -0.81263], [2.86989, 1.20471, -0.70776], [-0.50050, -0.60565, -2.47875], [0.45134, -1.09957, -2.17368], [-1.45050, -1.10513, -2.17588], [-0.50211, 0.66001, -3.08266], [-1.44074, 1.12486, -3.42131], [0.43328, 1.12906, -3.41996], [2.77904, -0.96264, 3.82454], [1.57969, -1.27511, 2.67307], [0.95200, -2.51004, 2.59541], [-0.03706, -2.73160, 1.64384], [-0.39381, -1.71745, 0.76938], [0.26797, -0.54174, 0.91430], [1.23647, -0.25223, 1.81227], [1.23263, -3.29331, 3.28385], [-0.55377, -3.66456, 1.55154], [-1.16437, -1.81312, -0.00288], [1.68266, 0.72242, 1.82809]],
  "lowdin_charge": [1.239, 0.004, 0.241, 0.002, 0.251, -0.009, 0.286, -0.003, 0.267, -0.135, 0.130, 0.119, -0.092, 0.123, 0.121, 0.881, -0.612, 0.033, 0.041, -0.099, -0.185, -0.124, 0.152, 0.143, 0.116, 0.112]
}

{
  "formula": "C11H8ClF3",
  "method": "wB97M-V/def2-TZVPD",
  "gap_ev": [7.21, 7.05],
  "relative_energy_kcal_mol": 34.3,
  "homo_energy_ev": [-7.45, -7.85],
  "total_energy_ev": -32207.1894,
  "symbols": ["C", "C", "C", "C", "C", "C", "C", "C", "C", "C", "C", "F", "F", "F", "Cl", "H", "H", "H", "H", "H", "H", "H", "H"],
  "positions_angstrom": [[0.10232, 0.80824, 0.01133], [1.42941, 1.10456, 0.11917], [1.89559, -1.20438, -0.42056], [-0.42056, -0.50512, -0.23614], [2.35186, 0.08324, -0.17885], [0.60688, -1.46834, -0.31588], [-2.76354, 0.25625, 0.07354], [-3.60615, 0.89877, -0.68718], [-1.78312, -0.71671, -0.39175], [-2.66695, 0.10720, 1.46863], [3.86487, 0.38118, -0.20184], [-4.54653, 1.74244, -0.39980], [-3.51775, 0.78573, -2.02509], [-3.77029, -0.00688, 2.27335], [0.02238, -3.15678, -0.45244], [-0.60007, 1.48450, 0.25041], [1.77512, 2.01577, 0.45326], [2.65194, -1.95296, -0.31873], [-1.93094, -1.80597, -0.71185], [-1.72132, -0.10613, 2.00921], [4.19928, 1.34568, -0.52287], [4.14190, 0.32873, 0.95081], [4.28566, -0.41902, -0.74671]],
  "lowdin_charge": [0.000, -0.018, -0.098, -0.270, -0.243, -0.538, -0.223, -0.310, -0.014, -0.017, -0.032, 0.186, 0.124, 0.022, 0.662, 0.072, 0.093, 0.119, 0.104, 0.141, 0.062, 0.129, 0.049]
}

{
  "formula": "C11H8CrNO5",
  "method": "wB97M-V/def2-TZVPD",
  "gap_ev": [6.50, 7.10],
  "spin_multiplicity": 4,
  "total_charge": 2,
  "relative_energy_kcal_mol": 18.6,
  "homo_energy_ev": [-15.87, -16.34],
  "total_energy_ev": -51663.1144,
  "symbols": ["O", "C", "Cr", "C", "O", "C", "O", "C", "O", "C", "O", "H", "N", "C", "C", "C", "C", "C", "C", "H", "H", "H", "H", "H", "H", "H"],
  "positions_angstrom": [[0.55978, -2.05276, 4.43438], [0.16703, -1.93189, 3.36998], [-2.07820, 0.12523, -0.60119], [-1.41246, 1.81460, -0.59843], [-0.98340, 2.90879, -0.52503], [-2.90884, 1.25103, -4.08683], [-3.04020, 1.27588, -5.22023], [-3.91614, 0.39501, -0.84108], [-4.99617, 0.83759, -0.64613], [-0.53569, -0.87648, -0.77297], [0.54154, -1.28353, -0.52761], [-2.16264, -0.05462, 0.69302], [2.98392, -0.59033, 1.07082], [4.08248, 0.13288, 1.37872], [4.86259, 0.72543, 0.34596], [6.00068, 1.46952, 0.66196], [6.39447, 1.64058, 1.99742], [5.63498, 1.05645, 3.02376], [4.49008, 0.31090, 2.72938], [2.67122, -0.72277, 0.12104], [2.38603, -0.98668, 1.79434], [4.54039, 0.59607, -0.69047], [6.58208, 1.91591, -0.14567], [7.28726, 2.21982, 2.23555], [5.93402, 1.19234, 4.06627], [3.89405, -0.14012, 3.52543]],
  "lowdin_charge": [0.044, 0.006, 0.484, -0.105, 0.191, 0.040, 0.079, -0.007, 0.211, -0.026, 0.138, -0.004, 0.239, -0.243, 0.032, -0.010, 0.019, -0.006, 0.037, 0.104, 0.108, 0.132, 0.133, 0.139, 0.135, 0.132]
}

{
  "formula": "C11H8MnN4O8P2",
  "method": "wB97M-V/def2-TZVPD",
  "gap_ev": [7.71, 8.25],
  "spin_multiplicity": 5,
  "total_charge": -1,
  "relative_energy_kcal_mol": 2.2,
  "homo_energy_ev": [-6.55, -6.46],
  "total_energy_ev": -83783.8657,
  "symbols": ["Mn", "O", "P", "O", "O", "O", "P", "O", "O", "O", "H", "H", "O", "N", "C", "C", "N", "C", "N", "C", "C", "C", "C", "C", "C", "C", "C", "N", "H", "H", "H", "H", "H", "H"],
  "positions_angstrom": [[-0.99676, -0.73222, -0.25808], [2.54985, -3.00106, -0.98850], [1.91343, -1.81542, -0.12334], [2.89068, -0.77300, 0.20815], [0.65268, -1.42967, -0.92353], [1.37128, -2.61751, 1.16243], [0.35661, -2.10509, 2.32598], [-0.17179, -3.51011, 2.88572], [1.01350, -1.34759, 3.38822], [-0.81276, -1.47492, 1.55010], [3.50535, -2.99643, -0.86941], [-0.72031, -3.96334, 2.23705], [-2.89890, -0.79290, -0.37299], [-3.79540, 0.13943, -0.47231], [-5.01447, -0.29076, -0.54854], [-5.34275, -1.69567, -0.56572], [-5.61255, -2.81158, -0.59663], [-6.06109, 0.69187, -0.62962], [-6.91078, 1.46231, -0.69370], [-0.85774, 1.08553, -1.12439], [0.48241, 1.58671, -0.75714], [0.77380, 1.90682, 0.56962], [2.05156, 2.27777, 0.94806], [3.05541, 2.34992, -0.00926], [2.78368, 2.03266, -1.33753], [1.50989, 1.64716, -1.70180], [4.38933, 2.74631, 0.37209], [5.45273, 3.07847, 0.65679], [-1.02535, 0.96566, -2.19340], [-1.68908, 1.61410, -0.65394], [0.00559, 1.83779, 1.33194], [2.27115, 2.48981, 1.98497], [3.57585, 2.07285, -2.07269], [1.30497, 1.37211, -2.72860]],
  "lowdin_charge": [0.962, -0.110, 0.227, -0.240, -0.360, -0.257, 0.207, -0.115, -0.262, -0.373, 0.076, 0.074, -0.259, 0.008, -0.302, -0.174, 0.162, -0.182, 0.145, -0.137, -0.306, -0.033, -0.019, -0.243, -0.032, -0.039, -0.183, 0.136, 0.078, 0.068, 0.122, 0.124, 0.118, 0.116]
}